The molecule C3H3ClO2S at a distorted geometry. Source: the OMol25 dataset; level of theory: wB97M-V/def2-TZVPD.

```
10
C3H3ClO2S (wB97M-V/def2-TZVPD)
C 0.73431 1.02833 0.03665
C 1.32729 -0.07689 0.35531
C -0.69909 -1.21712 0.03363
O -1.92961 1.11307 0.69058
O -1.20201 0.70725 -1.69958
S -1.02429 0.50860 -0.30311
Cl 2.80316 -0.63584 0.81506
H 1.16795 2.06608 -0.14621
H -0.31175 -1.81378 -0.84388
H -0.86596 -1.67970 1.06156
```

HOMO level (spin up / spin down): -9.8 / -9.9 eV
Energy: -1124.78539 Eh
Frontier orbital gap (spin up / spin down): 8.37 / 8.51 eV
Charge: 0
LUMO level (spin up / spin down): -1.39 / -1.40 eV
Relative energy (zero: lowest compared OMol25 entry of this formula, charge and spin): 454.2 kJ/mol
Molecular weight: 138.58 g mol⁻¹

***

A structure of composition C10H13InNO5 at a distorted geometry. Source: the OMol25 dataset; level of theory: wB97M-V/def2-TZVPD.

```
30
C10H13InNO5 (wB97M-V/def2-TZVPD)
In -2.47840 0.88657 0.58346
C 1.22599 1.25746 -2.97624
C -0.02846 1.21389 -2.25513
C -1.36888 1.58226 -3.05266
O -2.35922 1.35731 -2.40304
C -1.24189 2.03179 -4.39289
C -0.02294 1.96852 -5.05817
C 1.27720 1.55687 -4.29968
O 2.48721 1.51642 -4.80487
O 0.00275 2.46435 -6.22392
O -0.10025 0.93954 -1.05571
H 2.08868 0.98602 -2.38592
H -2.12440 2.47663 -4.82843
C 2.28416 -1.03597 2.59714
C 0.84784 -0.82111 2.02515
C -0.18731 -1.52436 2.80101
O -1.44263 -1.38249 2.17893
C -2.32133 -2.34201 2.70499
N 0.55299 0.64332 2.04791
H 2.61313 -2.04691 2.35654
H 2.23310 -0.93346 3.68110
H 3.11176 -0.38915 2.30591
H 0.86170 -1.17762 0.99519
H -0.11701 -1.16937 3.82918
H 0.10063 -2.57418 2.85649
H -3.26677 -2.08595 2.22679
H -2.63373 -2.16665 3.73444
H -2.04588 -3.37004 2.46965
H 1.17559 1.12281 1.41343
H 0.87628 1.01558 2.92939
```

HOMO level (spin up / spin down): -8.4 / -7.4 eV
⟨S²⟩: 0.81
Energy: -1009.80319 Eh
Frontier orbital gap (spin up / spin down): 7.50 / 5.16 eV
Charge: 0
LUMO level (spin up / spin down): -0.87 / -2.22 eV
Relative energy (zero: lowest compared OMol25 entry of this formula, charge and spin): 0.0 kJ/mol
Multiplicity: 2
Molecular weight: 342.03 g mol⁻¹